# 1
DFT (ωB97M-V/def2-TZVPD) results for a 9-piece molecular cluster, C30H58N2O12S5 overall in a non-equilibrium geometry.

Each line ends with the Mulliken charge.
CARTESIAN COORDINATES (ANGSTROEM)
O  2.40707  -1.40244  6.26204  -0.65
S  2.94384  -2.58882  5.56583  1.04
O  3.96562  -2.56463  4.50031  -0.62
C  3.33199  -3.92355  6.75262  -0.75
C  2.59542  -5.16578  6.23471  -0.63
C  1.26921  -4.72151  5.64099  -0.51
C  1.55937  -3.50059  4.77998  -0.67
H  2.78548  -3.57863  7.63038  0.33
H  4.40059  -3.93704  6.96709  0.46
H  3.22981  -5.72787  5.54935  0.33
H  2.36497  -5.90498  7.00190  0.36
H  0.46298  -4.56794  6.35828  0.31
H  1.04228  -5.58076  5.00990  0.27
H  0.71488  -2.82063  4.66775  0.37
H  1.89612  -3.75713  3.77554  0.35
O  -4.86575  -6.59596  -2.46529  -0.64
S  -5.59270  -5.32530  -2.70376  1.03
O  -6.38554  -5.12107  -3.93958  -0.62
C  -6.67340  -4.91268  -1.16696  -0.71
C  -6.58341  -3.41175  -1.19640  -0.59
C  -5.07505  -3.05440  -1.35720  -0.66
C  -4.40951  -3.92292  -2.42665  -0.48
H  -6.08149  -5.21981  -0.30474  0.30
H  -7.62417  -5.42661  -1.30844  0.40
H  -7.15404  -2.98177  -2.01956  0.36
H  -6.84403  -3.04827  -0.20239  0.33
H  -4.61340  -3.34407  -0.41324  0.33
H  -5.01563  -2.00732  -1.65417  0.30
H  -3.56072  -4.38558  -1.92307  0.28
H  -4.26493  -3.55290  -3.44168  0.37
O  -3.58904  0.78753  3.32113  -0.62
S  -4.89230  1.41072  3.41950  1.06
O  -6.01638  0.88324  4.15622  -0.62
C  -4.59329  3.13966  4.05428  -0.67
C  -4.82385  4.02880  2.83350  -0.55
C  -5.78281  3.33233  1.92160  -0.67
C  -5.26477  1.92095  1.69342  -0.61
H  -3.61120  3.20641  4.52242  0.36
H  -5.32378  3.30071  4.84709  0.35
H  -5.24099  4.94272  3.25639  0.30
H  -3.99393  4.21331  2.15139  0.31
H  -6.01566  3.86021  0.99681  0.36
H  -6.72330  3.40587  2.46766  0.31
H  -4.39851  1.91898  1.03184  0.31
H  -5.94747  1.18360  1.27111  0.38
O  -3.56810  0.88405  -4.81137  -0.63
S  -4.07198  0.55206  -6.16480  1.00
O  -3.39917  -0.41191  -7.04332  -0.62
C  -5.88658  0.12388  -6.02558  -0.57
C  -6.56938  0.81327  -7.19951  -0.58
C  -5.54043  1.61283  -8.07978  -0.64
C  -4.41491  2.07662  -7.17861  -0.66
H  -6.16308  0.60691  -5.08838  0.29
H  -5.99459  -0.95397  -5.90444  0.43
H  -7.13562  0.10841  -7.80832  0.29
H  -7.28235  1.56789  -6.86737  0.29
H  -5.98364  2.41603  -8.66846  0.38
H  -5.18597  0.90178  -8.82601  0.30
H  -4.68288  2.86966  -6.48049  0.32
H  -3.51295  2.45283  -7.66134  0.42
O  2.92893  -1.66123  -3.22131  -0.64
S  2.62811  -1.64224  -1.76418  1.06
O  2.93791  -2.84107  -1.01213  -0.62
C  3.28706  -0.21652  -0.90550  -0.68
C  2.13237  0.78159  -0.71001  -0.68
C  0.89499  0.00186  -0.38843  -0.47
C  0.87522  -1.06037  -1.54215  -0.79
H  4.18778  0.06563  -1.45066  0.40
H  3.52058  -0.54490  0.10729  0.34
H  2.35120  1.41195  0.15188  0.33
H  2.13068  1.34141  -1.64527  0.36
H  -0.01655  0.59142  -0.48641  0.29
H  1.01141  -0.36904  0.62989  0.28
H  0.59208  -0.60427  -2.49078  0.38
H  0.28894  -1.97480  -1.45161  0.41
C  5.57819  2.73515  4.34095  -0.97
C  6.63136  2.27499  3.33722  0.75
C  7.76582  1.40654  3.85571  -1.00
O  6.68250  2.70860  2.14863  -0.59
H  5.24833  1.86272  4.90502  0.32
H  4.61732  3.09584  3.97389  0.32
H  6.04158  3.54701  4.90151  0.25
H  8.73251  1.88533  4.01189  0.30
H  7.96586  0.62619  3.12145  0.31
H  7.52612  0.93672  4.80961  0.31
C  3.99913  6.46696  -0.09249  -1.02
C  4.16482  7.41452  1.02582  0.71
C  4.78728  8.79879  0.76338  -0.88
O  3.84727  7.17714  2.20999  -0.58
H  4.95501  5.98352  -0.29420  0.29
H  3.46570  6.96418  -0.90263  0.36
H  3.34322  5.68529  0.29074  0.28
H  4.07700  9.60022  0.96663  0.28
H  5.01200  8.75792  -0.30242  0.28
H  5.61063  8.91932  1.46742  0.29
C  6.49685  -6.16168  1.67626  -0.77
C  6.96080  -6.54169  2.95884  0.36
N  7.30610  -6.88392  4.00321  -0.39
H  6.32438  -5.09197  1.55765  0.27
H  5.61063  -6.77400  1.50954  0.25
H  7.15577  -6.58120  0.91604  0.29
C  4.79216  2.25186  -6.74418  -0.63
C  3.41724  1.91449  -6.22038  0.25
N  2.35829  1.57808  -5.82286  -0.37
H  5.03981  1.50511  -7.49859  0.26
H  5.42061  2.29600  -5.85469  0.24
H  4.69847  3.25948  -7.14917  0.26

Cartesian forces, eV/Å:
1.3 -1.5 -1.0
-0.7 -0.4 -1.3
-0.7 0.8 1.7
-0.8 0.6 0.5
0.8 -0.1 0.8
0.5 -0.5 -1.1
-0.4 0.5 0.1
0.2 0.1 0.3
-0.1 -0.3 -0.3
-0.2 0.3 -0.5
0.3 0.3 0.5
0.3 0.1 0.1
-0.8 0.2 -0.2
0.1 0.1 0.2
0.2 -0.1 0.2
-1.3 1.8 -0.7
-0.1 -1.4 0.7
1.3 -0.2 2.0
1.4 -0.2 -1.8
0.4 0.2 0.1
-0.9 -0.2 -0.8
-1.1 -1.2 0.3
-0.2 -0.7 -0.1
0.1 0.2 0.2
-0.3 0.1 0.3
-0.6 0.4 -0.3
0.2 0.8 0.0
0.4 0.1 0.6
0.3 -0.1 -0.9
0.4 0.4 0.4
-0.5 -0.8 0.5
1.9 1.8 -0.2
0.3 -0.3 -0.7
0.0 -1.0 -0.5
0.5 0.6 0.1
-1.9 0.1 -0.1
-1.1 -0.1 0.6
0.1 -0.2 -0.3
-0.2 0.1 -0.3
0.2 0.3 -0.6
0.8 0.3 1.0
0.5 0.1 -0.1
-0.5 -0.9 -0.1
0.4 0.0 0.6
-0.4 0.2 0.2
-0.5 -0.6 -2.2
0.0 0.3 0.4
-0.7 1.0 1.2
1.1 0.8 0.4
-0.2 0.8 -0.7
-0.1 -1.0 -0.1
0.4 -0.4 0.6
0.0 -0.1 0.0
0.1 0.1 -0.4
0.2 0.0 -0.1
-0.1 -0.2 0.4
-0.2 0.1 0.4
0.5 0.1 0.0
-0.4 -0.2 0.2
0.1 -0.6 -0.2
-0.3 0.4 2.6
-0.7 0.0 -2.1
-0.3 0.4 0.0
0.1 -0.3 0.8
1.6 0.7 -0.5
-0.3 -1.1 -1.7
0.5 -0.8 0.5
-0.2 0.5 0.2
0.5 -0.5 -0.2
0.3 0.4 -0.3
-0.8 0.4 0.2
0.1 0.1 0.3
-0.3 -0.5 -0.2
0.2 0.2 0.1
-0.1 0.1 0.4
-0.3 -0.8 -0.6
0.6 2.2 -3.3
-0.3 -0.7 0.2
-0.4 -1.5 3.6
0.6 0.2 0.8
0.4 0.3 -0.8
0.0 -0.3 0.5
-0.3 0.6 -0.2
-0.1 0.0 0.0
-0.2 -0.1 -0.1
-1.0 -0.8 0.7
-0.3 1.5 4.1
-0.6 -1.3 -0.5
0.4 -0.2 -2.7
0.0 0.3 -0.6
0.6 -0.1 -0.4
0.0 -0.1 -0.1
-0.2 -0.2 0.0
0.7 0.8 0.1
0.2 0.0 -0.5
-0.5 -0.7 -1.4
0.8 -0.3 2.0
-0.1 0.2 -0.5
0.0 -0.2 0.0
-0.5 0.5 0.0
0.4 0.5 0.0
-2.1 0.1 0.9
-2.4 -1.2 0.8
3.3 1.2 -1.2
0.4 0.2 0.2
0.4 -0.3 -0.4
0.3 -0.1 -0.3

Its multiplicity is 1. For the total energy, the calculation gives -113770.7546 eV. The value obtained for the LUMO energy is 0.08 eV. Its SMILES is O=S1(=O)CCCC1.O=S1(=O)CCCC1.O=S1(=O)CCCC1.O=S1(=O)CCCC1.O=S1(=O)CCCC1.CC(C)=O.CC(C)=O.CC#N.CC#N. The total charge is 0.



# 2
DFT (ωB97M-V/def2-TZVPD) results for C26H32BFIN7O3RuS2 as an isolated structure in a non-equilibrium geometry.

Each line ends with the Mulliken charge.
CARTESIAN COORDINATES (ANGSTROEM)
Ru  0.59489  -0.35842  -0.49061  0.85
F  -2.25827  -2.18182  5.71831  -0.35
C  -1.12578  -2.70311  5.19985  0.27
C  -0.70690  -2.21742  3.99591  -0.64
C  0.44445  -2.71093  3.37544  0.21
C  0.83202  -2.23329  2.04996  1.60
O  0.21179  -1.26881  1.51043  -0.80
C  1.93161  -2.93120  1.47474  -0.65
C  2.63014  -3.84991  2.20194  -0.18
N  2.32284  -4.20940  3.45730  0.21
C  3.15883  -5.16765  4.14901  -0.35
C  4.64415  -4.99271  4.11342  -0.95
C  3.89381  -4.72231  5.38081  -0.41
C  1.17829  -3.70713  4.04457  0.17
C  0.73358  -4.18241  5.28308  -0.69
C  -0.43475  -3.72880  5.88015  -0.58
N  -0.85099  -4.26173  7.10660  0.19
C  -1.96312  -3.68640  7.86409  -0.75
C  -1.99133  -4.30784  9.26709  -0.79
N  -0.58924  -4.64016  9.65546  -0.11
C  -0.06871  -5.77972  8.82752  -0.77
C  -0.66744  -5.66778  7.41836  -0.69
C  2.38701  -2.69962  0.05360  0.28
O  3.48851  -3.07879  -0.27550  -0.60
O  1.50400  -2.15343  -0.72771  -0.71
H  -1.29804  -1.46495  3.49566  0.55
H  3.48300  -4.33453  1.74450  0.70
H  2.76564  -6.17718  4.10957  0.42
H  5.05954  -4.14743  3.58302  0.34
H  5.25027  -5.88388  4.04994  0.27
H  3.78864  -3.68692  5.67617  0.24
H  3.98732  -5.41850  6.20266  0.30
H  1.32270  -4.93842  5.77807  0.67
H  -2.93478  -3.85249  7.38930  0.41
H  -1.81419  -2.61131  7.94599  0.53
H  -2.57723  -5.22447  9.30250  0.35
H  -2.41992  -3.60334  9.97675  0.39
H  -0.51900  -4.85847  10.65017  0.35
H  -0.01531  -3.81424  9.47192  0.38
H  -0.35609  -6.72025  9.29492  0.39
H  1.01755  -5.71501  8.80379  0.44
H  -1.62772  -6.19439  7.37242  0.32
H  -0.01201  -6.15173  6.70200  0.45
C  -1.75041  -0.90351  -2.45807  -0.93
N  -2.68244  0.05793  -1.91248  0.26
C  -4.03718  0.04362  -2.11995  -0.50
C  -4.55310  1.06809  -1.40968  -0.52
N  -3.53943  1.72016  -0.75287  0.33
B  -3.90348  2.99204  0.11912  0.45
N  -2.93704  3.27412  1.30109  0.16
C  -2.41047  4.48436  1.58221  -0.36
C  -1.47617  4.34093  2.57610  -0.35
N  -1.45946  3.03065  2.92403  0.19
C  -0.44983  2.37081  3.72058  -0.81
C  -2.38563  2.38103  2.15215  -0.29
S  -2.85181  0.78769  2.36268  -0.15
C  -2.38831  1.08374  -1.07357  -0.09
S  -0.76353  1.54938  -0.65670  -0.27
H  -2.31309  -1.72002  -2.90277  0.30
H  -1.11534  -1.32210  -1.66354  0.49
H  -1.12280  -0.45563  -3.22900  0.29
H  -4.52073  -0.68255  -2.74738  0.45
H  -5.57401  1.38731  -1.30887  0.48
H  -3.85985  3.92731  -0.62312  -0.14
H  -4.98845  2.80953  0.58718  -0.11
H  -2.72148  5.37040  1.05809  0.49
H  -0.84525  5.07286  3.04825  0.48
H  0.03130  3.09399  4.37378  0.33
H  0.29962  1.92697  3.06008  0.31
H  -0.90003  1.57463  4.30816  0.29
I  3.59057  -0.40433  -2.23093  0.12
C  1.80955  0.68394  -1.84179  -1.07
H  1.31764  0.87776  -2.79087  0.40
H  2.10682  1.61564  -1.35794  0.50

Cartesian forces, eV/Å:
0.5 -0.3 -0.3
-0.1 -0.1 0.1
0.1 0.0 -0.2
0.0 0.0 0.1
-0.1 0.0 0.0
0.2 -0.2 0.1
0.0 0.1 0.0
-0.3 0.5 -0.3
-0.1 0.0 0.0
0.2 0.0 0.0
0.0 -0.2 0.0
0.1 0.0 0.0
0.0 0.0 0.0
-0.3 0.3 -0.1
0.0 -0.1 0.1
0.2 0.1 -0.2
0.0 0.1 0.3
0.1 0.1 -0.1
-0.4 0.2 -0.2
0.0 0.0 0.1
0.1 -0.4 -0.5
-0.1 0.0 0.0
0.4 -0.3 0.3
-0.2 -0.1 -0.1
-0.5 0.3 -0.1
0.0 0.1 0.0
0.0 0.1 0.0
0.0 0.0 0.1
-0.1 0.1 0.0
-0.1 -0.1 0.0
0.0 0.0 0.0
0.0 0.0 0.0
0.0 0.0 0.0
0.0 0.0 0.1
0.0 0.0 0.0
0.1 0.0 0.1
0.1 -0.1 0.1
0.0 0.0 0.0
0.1 -0.1 0.1
0.0 0.1 0.1
0.0 0.1 0.1
0.0 0.0 0.0
0.0 0.0 0.0
0.2 0.0 -0.2
0.0 0.3 0.5
-0.3 0.0 -0.1
-0.3 0.0 0.0
1.0 -0.6 0.1
-0.4 0.0 -0.4
0.7 0.4 0.0
-0.3 -0.1 -0.5
0.2 -0.3 0.5
0.0 0.7 -0.5
0.3 -0.3 0.2
-0.3 -1.1 0.4
0.2 0.3 -0.2
-0.4 0.0 -0.2
0.0 0.4 0.5
0.0 0.0 0.1
-0.2 -0.1 -0.2
0.0 0.0 0.1
0.0 0.0 0.0
0.0 0.0 0.0
0.0 0.3 0.1
-0.1 -0.1 -0.1
0.0 0.0 -0.1
0.0 0.0 0.0
-0.1 0.0 0.0
-0.1 0.1 0.0
-0.1 0.1 0.0
0.0 0.4 -0.1
0.0 -0.5 0.3
-0.1 0.1 0.1
-0.1 0.0 -0.1

For the relative energy (zero: lowest compared OMol25 entry of this formula, charge and spin), the calculation gives 1.5828 eV. Its multiplicity is 5. For the total energy, the calculation gives -79787.0044 eV. The value obtained for the LUMO energy (alpha / beta) is -4.99 / -7.00 eV. The total charge is +2. The expectation value of S² is 6.045.



# 3
DFT (ωB97M-V/def2-TZVPD) results for a 2-piece molecular cluster, C4H5F3 overall in a non-equilibrium geometry.

Each line ends with the Mulliken charge.
CARTESIAN COORDINATES (ANGSTROEM)
C  3.05553  -0.93869  0.00606  -0.09
C  2.13994  -0.08649  0.36969  0.07
C  -1.10534  0.58024  -0.23459  -0.73
C  -0.66930  -0.59190  0.53055  -0.11
F  4.33683  -0.61030  -0.33930  -0.24
F  2.16157  1.24574  0.42015  -0.22
F  -0.71682  -1.79170  -0.03438  -0.22
H  2.89256  -2.00285  -0.02186  0.31
H  -0.48807  1.44396  0.01161  0.26
H  -1.05102  0.38142  -1.30241  0.29
H  -2.13826  0.84165  0.02152  0.29
H  -0.60135  -0.62334  1.60380  0.39

Cartesian forces, eV/Å:
0.9 -0.3 -0.2
-1.9 0.7 0.2
-0.3 0.0 -0.1
1.8 0.2 0.1
-0.4 0.2 0.1
0.4 -0.6 -0.1
-0.3 0.0 -0.1
-0.2 0.0 0.0
0.0 0.0 0.0
0.0 0.0 0.0
-0.1 0.0 -0.1
-0.1 -0.1 0.2

For the relative energy (zero: lowest compared OMol25 entry of this formula, charge and spin), the calculation gives 4.4088 eV. Its multiplicity is 1. For the total energy, the calculation gives -12376.2212 eV. The value obtained for the LUMO energy (alpha / beta) is 0.46 / -0.82 eV. The total charge is 0.



# 4
DFT (ωB97M-V/def2-TZVPD) results for an isolated ion of composition C6H16NSi and charge +1 in a non-equilibrium geometry.

Each line ends with the Mulliken charge.
CARTESIAN COORDINATES (ANGSTROEM)
C  0.81981  2.84656  -1.37251  -1.29
C  0.87271  1.44507  -0.75674  0.12
N  0.55189  0.36833  -1.70805  -0.20
C  -0.35948  0.66597  -0.56184  -0.08
Si  -0.48654  -0.84294  0.72280  0.21
C  1.29056  -1.46393  1.02469  -1.20
C  -1.54165  -2.01836  -0.31720  -1.22
C  -1.16399  -0.43624  2.47500  -1.05
H  -0.16119  2.88513  -1.75499  0.36
H  1.64480  2.99290  -2.16494  0.32
H  0.68112  3.60713  -0.61063  0.37
H  1.82426  1.25338  -0.24406  0.34
H  0.39418  0.48853  -2.68329  0.28
H  0.96787  -0.54823  -1.44684  0.25
H  -1.25399  1.08624  -0.90294  0.42
H  2.07307  -1.71712  0.32350  0.49
H  1.79709  -0.71895  1.64868  0.34
H  1.02606  -2.40792  1.46327  0.31
H  -1.89832  -2.81953  0.17576  0.45
H  -2.50462  -1.64384  -0.67717  0.38
H  -1.06405  -2.27135  -1.22157  0.36
H  -1.25803  -1.26902  3.07185  0.40
H  -0.29715  0.19673  2.96530  0.27
H  -1.95440  0.32143  2.55193  0.36

Cartesian forces, eV/Å:
0.8 -1.0 -0.3
1.3 1.6 -0.3
0.9 -2.6 1.5
0.7 -0.8 1.6
-0.4 0.2 -0.3
-0.5 1.1 -0.6
0.0 3.3 -0.6
2.8 4.1 -1.4
-1.1 0.2 -1.6
-1.4 0.1 1.5
1.1 0.1 0.3
-0.7 -0.3 0.3
-0.5 0.5 -0.7
0.3 0.8 -0.9
-1.2 0.9 -0.3
-0.2 -0.1 -0.9
-0.3 -0.5 0.6
0.4 -0.4 1.0
-0.5 -3.3 1.8
0.1 0.9 0.2
0.9 -0.8 -1.0
-0.6 -1.9 1.2
-1.2 -1.3 -0.8
-0.3 -0.8 -0.2

For the relative energy (zero: lowest compared OMol25 entry of this formula, charge and spin), the calculation gives 0.0000 eV. Its multiplicity is 1. For the total energy, the calculation gives -15841.6732 eV. The value obtained for the LUMO energy is -2.86 eV. Its SMILES is C[C@@H]1[NH2+][C@H]1[Si](C)(C)C. The total charge is +1.